(1)
The following is a DFT calculation (wB97M-V/def2-TZVPD) of a structure of composition C16H15N3O6STi.

Each line ends with the Löwdin charge.
Element x y z (Å)
Ti 0.274744 -0.274450 0.910444  0.94
N -0.016447 -4.007888 -1.058859  0.09
C -0.281935 -2.990375 -0.213891  -0.84
S 0.870379 -2.670549 1.046537  0.74
N -1.379876 -2.299003 -0.363082  0.01
N -1.437261 -1.209999 0.441966  -0.16
C -2.583031 -0.728983 0.800198  -0.02
C -2.683917 0.343348 1.748533  -0.14
C -3.907287 0.998318 1.954092  -0.03
C -4.015233 2.030476 2.858100  -0.08
C -2.897034 2.432080 3.585236  -0.06
C -1.696150 1.770440 3.453577  0.02
C -1.560441 0.705762 2.552607  -0.30
O -0.427512 0.048823 2.467655  -0.12
H 0.713047 -4.642733 -0.782305  0.08
H -0.751599 -4.339743 -1.659986  0.10
H -3.495912 -1.180247 0.401609  0.14
H -4.760177 0.686788 1.365018  0.11
H -4.962251 2.528491 2.996644  0.10
H -2.970835 3.271237 4.257710  0.11
H -0.820591 2.062727 4.015425  0.13
O 3.590405 1.602705 1.135487  0.15
C 2.805878 0.842961 0.630309  -0.54
O 1.972937 0.080049 1.261190  -0.12
C 2.730966 0.670214 -0.909601  -0.07
C 2.368275 -0.782805 -1.262587  -0.26
C 2.645766 -1.024418 -2.750217  -0.08
C 1.494336 -0.236722 -3.396993  -0.08
C 0.740352 0.271176 -2.161551  -0.23
O 0.936856 -0.767193 -1.195512  -0.19
C 1.506667 1.425503 -1.499031  -0.07
C 0.640602 1.997133 -0.348632  -0.54
O 0.840526 3.093555 0.110221  0.15
O -0.303505 1.191067 0.039108  -0.08
H 3.677744 1.003209 -1.335791  0.16
H 2.767907 -1.538668 -0.581543  0.14
H 3.631401 -0.667436 -3.038434  0.12
H 2.579914 -2.085464 -2.980848  0.12
H 1.840908 0.584715 -4.017990  0.12
H 0.858703 -0.885389 -3.996487  0.12
H -0.328012 0.452005 -2.312332  0.17
H 1.790693 2.239282 -2.165994  0.17

Cartesian forces (eV/Å) of the 6 atoms listed first:
0.248 -2.852 -0.243
0.040 -0.215 -0.081
-0.425 0.457 0.525
0.126 -0.215 0.033
-0.423 -0.940 -0.967
-1.477 -0.410 0.091

Results
- charge = 0
- HOMO-LUMO gap (Eh) = 0.287

=====

(2)
The following is a DFT calculation (wB97M-V/def2-TZVPD) of a cluster of 9 separate species, C17H48F3O11S9 in total.

Each line ends with the Löwdin charge.
Element x y z (Å)
C 2.512356 13.273117 12.539313  -0.63
F 3.340002 12.221470 12.223997  0.07
F 2.386825 13.282584 13.845391  0.13
F 3.119761 14.437464 12.134984  0.07
S 0.823543 13.103606 11.685114  0.47
O 0.990635 13.420579 10.305338  -0.34
O 0.505362 11.677234 11.964713  -0.39
O -0.046530 14.087162 12.406425  -0.39
C -1.093472 20.147880 7.593962  -0.24
S 0.307417 19.388068 8.579173  0.85
O 1.421722 20.475529 8.480758  -0.61
C -0.320660 19.615776 10.280936  -0.28
H -0.784248 20.167352 6.548918  0.04
H -1.087396 21.179838 7.944853  0.05
H -1.931391 19.491305 7.828241  0.04
H -1.159802 18.964244 10.524727  0.05
H -0.652066 20.609969 10.580662  0.05
H 0.486280 19.406636 10.983232  0.05
C 10.843467 16.494784 7.882514  -0.25
S 11.386173 15.845142 9.525877  0.81
O 11.603225 16.995945 10.510911  -0.58
C 9.856281 14.926291 10.001512  -0.26
H 10.877802 15.617077 7.237109  0.04
H 11.522800 17.216821 7.429450  0.05
H 9.858473 16.927526 8.057512  0.05
H 9.964816 14.694964 11.061137  0.05
H 9.516106 14.059188 9.435373  0.05
H 9.024537 15.621949 9.890287  0.04
C 5.307783 12.721303 4.735810  -0.27
S 6.024076 13.219593 3.123517  0.84
O 6.937321 14.353553 3.523288  -0.59
C 7.043660 11.707225 2.724127  -0.26
H 4.885862 13.569082 5.275577  0.05
H 5.906458 12.247917 5.514016  0.06
H 4.461380 12.062724 4.540958  0.04
H 7.864182 11.408740 3.376609  0.05
H 7.519756 11.909462 1.764683  0.04
H 6.349302 10.878382 2.586379  0.04
C -2.899926 8.666524 6.689676  -0.24
S -2.085342 6.954472 6.777247  0.83
O -2.142994 6.441035 5.329221  -0.61
C -0.337649 7.518968 6.846046  -0.26
H -2.512657 9.151372 5.793529  0.05
H -2.696548 9.157626 7.641277  0.05
H -3.935752 8.562008 6.366817  0.04
H 0.258623 6.608465 6.905419  0.05
H -0.189463 8.232879 7.656287  0.05
H -0.240031 8.078254 5.915564  0.05
C 2.642418 6.991376 14.605334  -0.27
S 2.946220 6.014174 13.133720  0.82
O 3.843468 4.870814 13.617167  -0.59
C 1.373091 5.159727 12.748933  -0.26
H 3.456986 7.702132 14.744672  0.05
H 2.572411 6.239964 15.391827  0.05
H 1.758146 7.628681 14.608773  0.06
H 0.634766 5.941852 12.572157  0.05
H 1.037289 4.498911 13.548092  0.05
H 1.523243 4.491882 11.900674  0.05
C -3.878492 15.741918 1.357589  -0.27
S -3.274295 14.144529 2.021868  0.79
O -2.743306 13.274326 0.943085  -0.54
C -2.017171 14.857355 3.027723  -0.31
H -3.150179 16.265216 0.738070  0.05
H -4.400853 16.368370 2.080626  0.05
H -4.644762 15.481806 0.627329  0.04
H -1.511803 14.135198 3.668965  0.05
H -2.293579 15.660255 3.711139  0.06
H -1.232209 15.250003 2.381367  0.06
C 6.920372 17.513582 17.249072  -0.27
S 5.470565 17.257077 18.348497  0.82
O 5.592674 18.194667 19.538925  -0.58
C 4.277109 18.076439 17.252974  -0.27
H 7.139520 18.574559 17.129079  0.05
H 6.961857 16.937880 16.324432  0.06
H 7.786376 17.153350 17.804365  0.04
H 3.932941 17.537629 16.370180  0.06
H 4.739343 18.989862 16.878649  0.05
H 3.415252 18.383494 17.845438  0.05
C -7.955866 16.420704 11.306610  -0.30
S -6.414323 16.366388 10.395496  0.82
O -6.700364 16.753200 8.936757  -0.58
C -6.166274 14.518666 10.515251  -0.24
H -7.847401 16.142998 12.355048  0.05
H -8.698077 15.759854 10.858822  0.05
H -8.298778 17.454385 11.351415  0.05
H -7.046962 13.979030 10.167004  0.05
H -5.842135 14.315547 11.535925  0.05
H -5.357094 14.284008 9.823681  0.05

Cartesian forces (eV/Å) of the 6 atoms listed first:
-0.121 -0.064 -1.774
-0.483 1.077 0.105
0.094 0.195 0.670
-0.181 -1.028 0.520
-2.641 -0.749 2.608
0.842 0.220 -1.122

Results
- charge = -1
- HOMO-LUMO gap (Eh) = 0.289

=====

(3)
The following is a DFT calculation (wB97M-V/def2-TZVPD) of a structure of composition C10H11F4N2S3SbV.

Each line ends with the Löwdin spin population.
Element x y z (Å)
V -0.352989 0.381165 0.512516  1.97
C 2.245253 -1.865967 0.682542  0.00
N 1.095974 -1.676092 -0.203014  0.00
C 1.540398 -1.448675 -1.571761  0.00
C 0.183678 -2.830015 -0.097084  0.00
C -0.976540 -2.451590 0.814414  0.00
N -1.534319 -1.229969 0.261934  0.00
C -2.370983 -1.269195 -0.794655  0.00
C -2.319594 -0.198601 -1.705486  0.00
F -1.325270 0.724386 -1.478679  0.02
C -3.119706 -0.064809 -2.809285  0.00
F -2.961682 0.998692 -3.614738  0.00
C -4.066764 -1.026880 -3.109085  0.00
C -4.137853 -2.107813 -2.249167  0.00
F -5.048662 -3.070104 -2.491296  0.00
C -3.333675 -2.243972 -1.135898  0.00
F -3.529470 -3.325163 -0.352720  0.00
H 2.807470 -2.767552 0.395385  0.00
H 1.901848 -1.958450 1.713636  0.00
H 2.894332 -0.996011 0.637937  0.00
H 2.113555 -2.300625 -1.968800  0.00
H 2.173184 -0.560667 -1.597299  0.00
H 0.678513 -1.279804 -2.219517  0.00
H 0.718153 -3.717703 0.261274  0.00
H -0.213183 -3.064473 -1.089220  0.00
H -0.607794 -2.220268 1.818043  0.00
H -1.692575 -3.267758 0.904362  0.00
H -4.723688 -0.934355 -3.959574  0.00
S -0.156095 -0.430191 3.985648  0.02
Sb 0.097188 1.691624 3.154173  0.00
S 1.626920 1.280100 1.201199  -0.01
S -1.736540 1.863723 1.490799  -0.03

Cartesian forces (eV/Å) of the 6 atoms listed first:
-0.100 -0.285 0.259
-0.002 -0.026 0.036
-0.062 0.032 0.049
0.043 0.023 0.003
-0.035 0.005 -0.007
-0.022 0.011 0.041

Results
- expectation value of S² = 2.032
- spin multiplicity = 3
- charge = -1
- HOMO-LUMO gap (spin up / spin down) (Eh) = 0.249 / 0.254

=====

(4)
The following is a DFT calculation (wB97M-V/def2-TZVPD) of an isolated molecule of C4H5NO.

Each line ends with the Löwdin charge.
Element x y z (Å)
H 1.922399 1.437220 0.988337  0.06
N 1.136276 1.017128 0.495859  0.11
C 1.329339 -0.220083 0.261515  -0.22
C 0.281471 -1.008679 -0.412637  -0.09
C -0.967960 -0.547737 -0.540523  -0.04
C -1.448770 0.741279 0.054966  -0.30
O -2.052090 1.570592 -0.583986  0.04
H 2.248505 -0.753499 0.531769  0.11
H 0.561450 -1.970336 -0.838249  0.10
H -1.714238 -1.107329 -1.104167  0.11
H -1.296377 0.841448 1.147113  0.12

Cartesian forces (eV/Å) of the 6 atoms listed first:
-0.001 -0.040 0.006
0.247 -0.335 -0.046
-0.138 0.159 0.038
-0.233 0.103 -0.099
0.179 -0.068 0.001
-0.261 0.089 -0.138

Results
- structure (SMILES) = [H]/N=C/C=C\C=O
- charge = 0
- HOMO-LUMO gap (Eh) = 0.354

=====

Here are the calculated F_max numbers, same order: 3.017, 3.786, 0.398, 0.452 (eV/A).
Here are the calculated energy relative to the best compared isomer or geometry (same formula, charge and spin) numbers, same order: 9.8, 183.4, 40.2, 151.8 (kJ/mol).
Here are the calculated E numbers, same order: -67544.96885, -146592.54866, -89133.33937, -7764.95316 (eV).